# 1
The following is a quantum chemistry calculation of C3H4NS as an isolated structure in a non-equilibrium geometry, from OMol25.

Structure (XYZ):
```
9
Properties=species:S:1:pos:R:3:mulliken_charge:R:1
C 0.39 0.65 -2.00 0.57
C -0.21 0.84 -0.26 -0.27
C 0.37 -0.62 -0.42 -0.43
N 0.16 1.69 -1.44 -0.25
S 0.77 -0.91 -2.37 0.07
H -1.25 0.57 -0.10 0.27
H 0.35 1.24 0.56 0.31
H 1.31 -0.92 0.16 0.35
H -0.31 -1.48 -0.27 0.37
```

Total charge = +1
2S+1 = 1
Orbital gap = 10.15 eV

---

# 2
The following is a quantum chemistry calculation of an isolated ion of composition C3H4NS and charge +1 in a non-equilibrium geometry, from OMol25.

Structure (XYZ):
```
9
Properties=species:S:1:pos:R:3:mulliken_charge:R:1
C -0.30 -0.37 -0.86 -0.02
C -0.72 1.07 0.66 0.13
C 0.89 -0.57 -0.02 -0.57
N -1.13 0.51 -0.41 -0.28
S 0.67 0.50 1.46 0.12
H -0.65 -0.89 -1.82 0.39
H -1.34 2.03 1.13 0.34
H 0.78 -1.65 0.24 0.36
H 1.81 -0.63 -0.38 0.53
```

Total charge = +1
2S+1 = 1
Orbital gap = 9.60 eV

---

# 3
The following is a quantum chemistry calculation of C3H4NaO4Rb as an isolated structure in a non-equilibrium geometry, from OMol25.

Structure (XYZ):
```
13
Properties=species:S:1:pos:R:3:mulliken_spin:R:1
O 0.23 0.49 0.03 -0.01
C 0.01 -0.82 0.23 0.00
C -1.01 1.17 -0.25 0.00
O 0.87 -1.66 0.23 0.00
O -1.27 -1.10 0.20 0.00
C -2.06 0.11 0.09 0.00
H -0.99 1.46 -1.31 0.00
H -1.09 2.06 0.37 0.00
H -2.80 -0.04 -0.70 0.00
H -2.54 0.28 1.06 0.00
O 3.80 -0.40 0.24 1.00
Na 2.50 1.37 0.24 0.00
Rb 4.35 -2.90 -0.43 0.00
```

Total charge = +1
Expectation value of S² = 0.75
2S+1 = 2
Orbital gap (alpha / beta) = 8.93 / 8.11 eV

---

# 4
The following is a quantum chemistry calculation of C3H4O as an isolated structure in a non-equilibrium geometry, from OMol25.

Structure (XYZ):
```
8
Properties=species:S:1:pos:R:3:mulliken_charge:R:1
C -0.62 0.67 0.06 -0.66
C 0.70 0.81 0.02 0.03
C -0.41 -0.88 0.02 -0.10
O 1.10 -0.50 0.02 -0.38
H -1.40 1.20 -0.26 0.36
H 1.54 1.52 0.09 0.34
H -0.40 -1.39 1.01 0.19
H -0.51 -1.43 -0.96 0.21
```

Total charge = 0
2S+1 = 1
Orbital gap = 10.09 eV

---

| no. | calculated total energy (eV) |
| --- | --- |
| 1 | -15489.668 |
| 2 | -15491.752 |
| 3 | -16431.217 |
| 4 | -5220.295 |